[1]
The following is a DFT calculation (wB97M-V/def2-TZVPD) of 9 unconnected molecules or ions with the total composition C30H76N6O14.

Computed properties:
HOMO-LUMO gap (eV): 8.15
SMILES: CC1(C)CCCC(C)(C)N1O.CC1(C)CCCC(C)(C)N1O.NC(N)=O.NC(N)=O.OCCO.OCCO.OCCO.OCCO.OCCO
E_tot (a.u.): -2570.30379

ORCA input file:
```
! RIJCOSX wB97M-V def2-TZVPD def2/J DEFGRID3
* xyz 0 1
C 10.46286 -8.47377 -5.09921
C 11.92632 -8.06030 -5.32804
C 12.73229 -9.34851 -4.89618
C 12.13958 -7.91374 -6.82009
C 11.62654 -6.58696 -7.30512
C 12.09486 -5.36500 -6.58365
C 11.92752 -5.42567 -5.03100
C 12.95709 -4.47196 -4.37326
C 10.45421 -5.18149 -4.62277
N 12.31916 -6.84744 -4.61116
O 12.03629 -7.03243 -3.24564
H 10.06743 -9.41502 -5.48103
H 10.12616 -8.55041 -4.06535
H 9.80859 -7.80761 -5.66158
H 12.64468 -9.34922 -3.80971
H 12.17162 -10.27522 -5.01859
H 13.71030 -9.52563 -5.34362
H 13.21417 -8.02137 -6.96760
H 11.60508 -8.73425 -7.29882
H 11.86792 -6.44947 -8.35912
H 10.53671 -6.56739 -7.30513
H 11.43380 -4.57586 -6.94192
H 13.09474 -4.97849 -6.78101
H 13.89960 -4.77523 -4.82912
H 12.87243 -4.60767 -3.29507
H 12.91897 -3.41268 -4.62734
H 10.35678 -5.40402 -3.56018
H 9.69310 -5.76096 -5.14527
H 10.20586 -4.12046 -4.64788
H 11.08585 -6.90028 -3.21740
C 4.93540 1.10200 -8.24894
C 5.94791 1.31488 -9.45328
C 5.61872 0.19558 -10.62045
C 5.68617 2.64172 -10.10775
C 6.22021 3.88245 -9.41346
C 7.70202 3.65033 -9.32926
C 8.19281 2.33133 -8.68313
C 9.64545 2.16463 -9.23012
C 8.21917 2.44431 -7.15864
N 7.34771 1.12464 -9.08838
O 7.71034 -0.04978 -8.50317
H 5.28557 0.24996 -7.66626
H 4.97083 2.04859 -7.70968
H 3.93456 0.90320 -8.63221
H 4.60150 0.45424 -10.91451
H 6.18437 0.26137 -11.54987
H 5.53007 -0.76829 -10.11929
H 6.23490 2.64005 -11.04955
H 4.64038 2.77283 -10.38564
H 6.04235 4.70291 -10.10866
H 5.92122 3.97806 -8.36965
H 8.12027 4.51139 -8.80797
H 8.15873 3.84284 -10.30008
H 10.20662 2.87748 -8.62592
H 9.81147 2.39314 -10.28289
H 9.84390 1.11051 -9.03637
H 8.94765 1.75313 -6.73473
H 7.26232 2.21194 -6.69116
H 8.34637 3.48280 -6.85296
H 8.03006 -0.50301 -9.28673
N 8.61118 -2.06893 -4.71200
C 7.56415 -1.30377 -4.46609
N 7.28190 -0.38319 -5.33195
O 6.88125 -1.38742 -3.47316
H 9.35714 -1.59027 -5.19628
H 8.74919 -2.78276 -4.01093
H 7.96088 -0.36175 -6.07937
H 6.58439 0.30531 -5.08791
N 10.77691 -1.59082 -8.01023
C 11.17154 -1.04181 -6.90866
N 12.40132 -1.42258 -6.54126
O 10.56249 -0.18079 -6.35808
H 11.27045 -2.37871 -8.40489
H 10.03000 -1.20458 -8.56973
H 12.87961 -2.16557 -7.03045
H 12.78583 -1.14467 -5.64963
O 5.00381 1.43962 -4.32707
C 4.69573 1.80016 -3.01725
C 5.80555 1.52824 -2.03077
O 5.87608 0.20065 -1.49241
H 4.25930 1.72341 -4.86256
H 4.41024 2.85060 -3.07366
H 3.87775 1.17059 -2.66704
H 5.68514 2.29774 -1.26822
H 6.78786 1.69830 -2.47152
H 6.16910 -0.25821 -2.28309
O 6.89215 -3.39365 -1.11183
C 7.15898 -3.45649 0.27772
C 8.52727 -4.08454 0.53250
O 9.50625 -3.52360 -0.35458
H 7.38455 -2.60922 -1.36444
H 7.10539 -2.45886 0.71357
H 6.33258 -4.02529 0.70391
H 8.60649 -5.17129 0.56064
H 8.69127 -3.80945 1.57438
H 10.30482 -3.88847 0.03370
O 9.77463 3.08409 -2.52208
C 9.99300 2.14532 -3.55295
C 10.64135 0.93768 -2.85614
O 11.94481 1.16326 -2.52644
H 10.67141 3.20443 -2.20132
H 9.10426 1.72102 -4.02006
H 10.71875 2.57380 -4.24417
H 10.73495 0.11795 -3.56845
H 10.08026 0.51414 -2.02314
H 12.08116 1.90972 -1.93839
O 4.99545 -2.70262 -7.46541
C 6.23258 -3.33237 -7.73406
C 6.67584 -3.40081 -9.16249
O 5.41499 -3.54900 -9.82270
H 5.18109 -2.18596 -6.67788
H 6.94920 -2.68474 -7.22897
H 6.26618 -4.29173 -7.21774
H 7.39748 -4.20208 -9.32157
H 7.16803 -2.52948 -9.59448
H 4.83579 -3.31032 -9.09527
O 5.51475 -5.11988 -2.51655
C 5.32444 -4.80194 -3.87559
C 4.22701 -3.94760 -4.32184
O 4.43578 -2.58754 -4.54070
H 5.90049 -4.29274 -2.21879
H 6.28678 -4.43034 -4.22760
H 5.15551 -5.77299 -4.34103
H 3.58051 -3.85877 -3.44877
H 3.62503 -4.36610 -5.12843
H 5.29831 -2.43476 -4.14790
*
```

---

[2]
The following is a DFT calculation (wB97M-V/def2-TZVPD) of a molecular structure, C30H77B2FeN3O6.

Computed properties:
HOMO-LUMO gap (alpha / beta) (eV): 7.67 / 7.64
E_tot (a.u.): -3118.11785

ORCA input file:
```
! RIJCOSX wB97M-V def2-TZVPD def2/J DEFGRID3
* xyz 0 5
Fe -1.75207 2.96052 1.23463
B -0.73270 1.21169 0.69505
H -1.78131 1.23418 0.26925
H -0.81101 1.33410 1.82553
H -0.26202 0.20379 0.40407
H -0.10187 2.07068 0.24178
B -3.09993 4.13036 -0.14938
H -2.26507 3.42508 -0.48434
H -2.74814 4.68814 0.78064
H -3.31495 4.86076 -1.01674
H -4.03276 3.47966 0.06089
C -4.34130 3.16572 -3.71551
C -4.26008 1.74470 -3.14829
C -2.92808 1.07160 -3.46936
O -4.41521 1.75942 -1.74439
H -3.45162 3.74355 -3.45423
H -5.23892 3.61513 -3.29409
H -4.34231 3.20586 -4.80675
H -5.07923 1.11812 -3.50039
H -2.16369 1.61831 -2.91363
H -2.58718 1.03422 -4.50715
H -2.93018 0.03168 -3.13611
H -3.84643 2.40552 -1.28439
C 2.27927 -1.31024 4.14538
C 1.77353 -0.32073 3.13522
C 2.92107 0.50526 2.54929
O 1.12111 -1.01987 2.07870
H 2.87450 -2.04868 3.59965
H 1.47502 -1.82124 4.67450
H 2.94682 -0.87139 4.88740
H 1.01769 0.33438 3.58543
H 3.68017 -0.18889 2.18169
H 3.40265 1.08725 3.34192
H 2.65093 1.19161 1.74830
H 0.47053 -0.45075 1.63105
C -4.37592 0.76459 1.63168
O -3.45719 1.72668 2.10688
C -3.62710 2.09043 3.46061
C -2.33225 2.61968 4.08867
N -1.77032 3.70235 3.27008
C -0.40411 4.14149 3.58001
C -0.03467 5.03158 2.39800
O 0.00366 4.21011 1.22992
C 0.21366 4.98826 0.04222
H -3.95053 0.19480 0.81004
H -5.32179 1.25093 1.38541
H -4.62796 -0.00344 2.37386
H -3.95621 1.26550 4.10312
H -4.46987 2.79792 3.48913
H -1.69605 1.73356 4.15967
H -2.43544 2.95540 5.12629
H -2.38107 4.50510 3.39001
H 0.30997 3.32183 3.62659
H -0.44593 4.74417 4.49254
H 0.92639 5.52672 2.57591
H -0.73997 5.85934 2.26413
H 1.22003 5.40752 0.11668
H -0.57223 5.69365 -0.21572
H 0.30051 4.24184 -0.74880
C -0.70869 -4.15383 -1.52351
C -0.96832 -4.53156 -0.06776
C -1.79789 -5.82889 -0.08055
C -1.86091 -6.51015 1.25954
C -0.46338 -6.75126 1.81974
C 0.48254 -5.50814 1.85999
N 0.31536 -4.78577 0.59979
O 1.21591 -3.71920 0.45226
C 0.04699 -4.68010 3.06017
C 1.90538 -6.04266 1.99635
C -1.76552 -3.40688 0.63057
H -1.63001 -4.30126 -2.09290
H 0.05641 -4.78566 -1.97135
H -0.43147 -3.10398 -1.62610
H -2.83478 -5.57112 -0.32881
H -1.45406 -6.49189 -0.87622
H -2.38403 -7.46522 1.15787
H -2.42185 -5.96293 2.02252
H 0.04658 -7.56986 1.30878
H -0.65787 -7.03678 2.85846
H 0.57277 -4.93781 3.99008
H 0.40166 -3.63716 3.03089
H -1.01455 -4.60230 3.28696
H 1.97137 -6.56585 2.95063
H 2.12757 -6.68680 1.14886
H 2.61770 -5.21693 2.01927
H -2.16756 -3.68311 1.60368
H -2.60250 -3.15413 -0.02357
H -1.11273 -2.54687 0.79217
H 0.83150 -2.99601 0.98039
C 1.74662 -0.81253 -3.21804
C 1.97209 0.63732 -2.74762
C 2.56022 0.63909 -1.31907
C 4.02340 0.18260 -1.26134
C 4.81410 1.13741 -2.17046
C 4.33319 1.17543 -3.61624
N 2.87682 1.39850 -3.60674
O 2.34402 1.53435 -4.90940
C 5.02237 2.43361 -4.22731
C 4.77007 -0.03142 -4.44766
C 0.64989 1.37554 -2.63763
H 1.76434 -0.82406 -4.31220
H 0.79495 -1.28115 -2.96311
H 2.52260 -1.49925 -2.87628
H 2.47944 1.62121 -0.84167
H 1.98775 -0.02438 -0.66304
H 4.00706 -0.86433 -1.57536
H 4.47570 0.22210 -0.27056
H 5.83916 0.75951 -2.09843
H 4.74916 2.11328 -1.68899
H 4.64277 2.52541 -5.24825
H 4.84423 3.31793 -3.62278
H 6.08202 2.20741 -4.33521
H 4.54641 -0.98825 -3.97620
H 4.33668 -0.00504 -5.44615
H 5.85548 0.04542 -4.54579
H -0.09461 0.85520 -2.03210
H 0.10503 1.57671 -3.56252
H 0.76531 2.35188 -2.15826
H 2.36527 2.48510 -5.06235
*
```